1.
{
  "formula": "C48H54HfN5O3S2",
  "method": "ωB97M-V with the def2-TZVPD basis set",
  "symbols": ["Hf", "C", "C", "C", "C", "C", "C", "C", "N", "C", "C", "C", "C", "C", "C", "C", "C", "C", "C", "N", "C", "C", "C", "N", "C", "C", "C", "C", "C", "C", "C", "C", "C", "C", "C", "C", "C", "C", "N", "C", "C", "H", "H", "H", "H", "H", "H", "H", "H", "H", "H", "H", "H", "H", "H", "H", "H", "H", "H", "H", "H", "H", "H", "H", "H", "H", "H", "H", "H", "H", "H", "H", "H", "H", "H", "H", "H", "H", "H", "H", "H", "H", "H", "H", "H", "N", "C", "C", "C", "C", "C", "C", "C", "C", "C", "C", "C", "C", "H", "H", "H", "H", "H", "H", "H", "H", "H", "H", "O", "S", "O", "O", "S"],
  "coordinates": [[1.099, -0.622, -0.394], [-3.589, -5.044, -1.282], [-2.155, -4.944, -1.816], [-1.262, -4.122, -0.939], [-0.446, -4.546, 0.065], [-0.216, -5.947, 0.537], [-1.031, -6.294, 1.790], [0.148, -3.379, 0.650], [-0.302, -2.232, -0.032], [-1.178, -2.678, -0.973], [-1.936, -1.874, -1.824], [-2.033, -0.500, -1.782], [-2.976, 0.210, -2.684], [-3.793, -0.431, -3.764], [-5.186, -0.856, -3.285], [-2.948, 1.494, -2.323], [-1.954, 1.600, -1.234], [-1.626, 2.751, -0.635], [-0.452, 2.694, 0.281], [1.548, 1.502, 0.395], [1.596, 2.095, 1.720], [1.904, 1.320, 2.759], [1.960, -0.128, 2.790], [1.306, -0.914, 1.902], [1.549, -2.205, 2.325], [0.996, -3.349, 1.708], [2.380, -2.219, 3.451], [2.622, -0.884, 3.764], [3.502, -0.332, 4.845], [2.751, -0.047, 6.149], [2.911, -3.439, 4.137], [1.929, -4.042, 5.149], [1.158, 3.498, 1.846], [0.076, 3.854, 1.137], [-0.462, 5.274, 1.246], [-1.846, 5.600, 0.688], [1.894, 4.419, 2.793], [1.255, 4.520, 4.185], [-1.396, 0.351, -0.949], [-3.681, 2.656, -2.908], [-4.861, 3.118, -2.044], [-4.226, -5.632, -1.947], [-4.026, -4.048, -1.178], [-3.600, -5.513, -0.295], [-2.176, -4.511, -2.820], [-1.734, -5.947, -1.924], [0.848, -6.087, 0.745], [-0.471, -6.643, -0.266], [-0.790, -5.614, 2.609], [-0.830, -7.316, 2.121], [-2.101, -6.204, 1.591], [-2.553, -2.390, -2.548], [-3.262, -1.303, -4.152], [-3.888, 0.265, -4.600], [-5.106, -1.557, -2.450], [-5.754, -1.339, -4.084], [-5.753, 0.010, -2.936], [-2.109, 3.664, -0.928], [2.047, 1.818, 3.712], [1.289, -4.308, 2.122], [3.983, 0.583, 4.489], [4.314, -1.036, 5.043], [1.936, 0.664, 5.983], [3.416, 0.370, 6.911], [2.308, -0.962, 6.548], [3.841, -3.183, 4.650], [3.175, -4.191, 3.389], [1.698, -3.322, 5.938], [2.337, -4.942, 5.618], [0.987, -4.306, 4.663], [0.263, 5.959, 0.789], [-0.464, 5.539, 2.305], [-1.851, 5.631, -0.400], [-2.154, 6.586, 1.041], [-2.595, 4.877, 1.013], [1.949, 5.419, 2.353], [2.922, 4.067, 2.894], [0.251, 4.946, 4.138], [1.857, 5.155, 4.839], [1.167, 3.540, 4.656], [-4.041, 2.390, -3.905], [-2.980, 3.486, -3.041], [-5.609, 2.327, -1.952], [-5.346, 3.996, -2.477], [-4.528, 3.373, -1.036], [0.671, 2.151, -0.513], [0.979, 2.748, -1.783], [0.863, 4.142, -1.806], [0.766, 4.883, -2.966], [0.777, 4.205, -4.174], [0.966, 2.835, -4.169], [1.127, 2.049, -3.010], [1.457, 0.596, -3.307], [2.325, 0.418, -4.384], [2.619, -0.842, -4.883], [2.005, -1.946, -4.325], [1.205, -1.773, -3.202], [0.936, -0.527, -2.619], [-0.669, 1.876, 0.980], [2.489, 1.437, -0.005], [0.823, 4.660, -0.858], [0.662, 5.960, -2.918], [0.645, 4.729, -5.113], [0.961, 2.313, -5.116], [2.814, 1.279, -4.822], [3.324, -0.951, -5.698], [2.197, -2.940, -4.712], [0.786, -2.664, -2.748], [3.025, 0.062, -1.153], [4.019, -0.904, -0.476], [4.082, -0.504, 0.922], [5.282, -0.919, -1.162], [2.963, -2.609, -0.647]],
  "total_charge": -1,
  "homo_lumo_gap_ha": 0.200,
  "relative_energy_ev": 5.748,
  "multiplicity": 1,
  "energy_ev": -87226.4060,
  "fmax_ha_per_bohr": 0.0284
}

=====

2.
{
  "formula": "C7H12",
  "method": "ωB97M-V with the def2-TZVPD basis set",
  "symbols": ["C", "C", "C", "C", "C", "C", "C", "H", "H", "H", "H", "H", "H", "H", "H", "H", "H", "H", "H"],
  "coordinates": [[-1.133, 0.134, 2.732], [-0.921, 0.377, 1.403], [-0.135, -0.564, 0.642], [0.394, -0.599, -0.620], [0.722, -1.956, -1.135], [0.974, 0.679, -1.232], [-0.083, 1.854, -1.331], [-1.892, 0.596, 3.410], [-0.618, -0.784, 3.196], [-0.706, 1.404, 1.023], [-0.228, -1.566, 1.071], [0.126, -2.849, -0.799], [0.644, -1.883, -2.246], [1.806, -2.070, -1.115], [1.890, 1.034, -0.637], [1.249, 0.423, -2.216], [0.251, 2.980, -1.222], [-0.430, 1.688, -2.405], [-0.995, 1.476, -0.815]],
  "smiles": "C=C/C=C(/C)CC",
  "homo_lumo_gap_ha": 0.313,
  "relative_energy_ev": 3.194,
  "multiplicity": 1,
  "energy_ev": -7450.2372,
  "fmax_ha_per_bohr": 0.0751
}

=====

3.
{
  "formula": "C16H44AlB3O8S4",
  "method": "ωB97M-V with the def2-TZVPD basis set",
  "symbols": ["Al", "B", "H", "H", "H", "H", "B", "H", "H", "H", "H", "B", "H", "H", "H", "H", "C", "C", "C", "S", "O", "O", "C", "H", "H", "H", "H", "H", "H", "H", "H", "C", "C", "C", "S", "O", "O", "C", "H", "H", "H", "H", "H", "H", "H", "H", "C", "C", "C", "S", "O", "O", "C", "H", "H", "H", "H", "H", "H", "H", "H", "C", "C", "C", "S", "O", "O", "C", "H", "H", "H", "H", "H", "H", "H", "H"],
  "coordinates": [[-3.054, 12.657, 38.412], [-6.162, 13.072, 36.700], [-6.487, 12.959, 37.722], [-5.114, 13.324, 36.760], [-6.458, 12.239, 36.082], [-6.612, 13.876, 36.139], [-5.094, 15.296, 38.433], [-4.250, 14.891, 37.896], [-5.710, 14.537, 38.891], [-4.711, 16.035, 39.121], [-5.699, 15.816, 37.707], [-5.079, 11.604, 40.398], [-5.147, 12.592, 39.970], [-4.102, 11.523, 40.848], [-5.891, 11.332, 41.055], [-4.995, 10.830, 39.651], [-5.425, 14.392, 44.227], [-4.599, 13.223, 44.756], [-3.492, 12.800, 43.764], [-3.420, 14.254, 42.537], [-3.100, 13.669, 41.180], [-2.693, 15.326, 43.163], [-5.250, 14.512, 42.745], [-5.104, 15.386, 44.539], [-6.480, 14.311, 44.491], [-5.254, 12.373, 44.947], [-4.049, 13.441, 45.671], [-4.000, 12.120, 43.081], [-2.552, 12.458, 44.196], [-5.620, 13.680, 42.145], [-5.668, 15.403, 42.277], [-1.852, 7.318, 41.507], [-0.322, 7.444, 41.561], [0.196, 8.807, 40.823], [-1.114, 9.923, 41.199], [-1.543, 10.452, 39.966], [-0.607, 10.842, 42.250], [-2.382, 8.740, 41.901], [-2.215, 6.582, 42.224], [-2.123, 6.939, 40.522], [0.131, 6.516, 41.212], [0.026, 7.595, 42.582], [0.233, 8.851, 39.734], [1.162, 9.162, 41.180], [-3.429, 9.037, 41.841], [-2.172, 8.993, 42.940], [-5.200, 7.098, 35.848], [-6.513, 7.215, 36.725], [-6.329, 8.532, 37.570], [-4.428, 8.547, 38.106], [-4.295, 8.064, 39.477], [-3.782, 9.854, 37.772], [-3.963, 7.252, 36.752], [-5.244, 7.920, 35.134], [-5.173, 6.160, 35.294], [-6.723, 6.312, 37.298], [-7.321, 7.382, 36.012], [-6.811, 8.723, 38.529], [-6.464, 9.432, 36.971], [-3.429, 6.404, 37.180], [-3.156, 7.741, 36.207], [-10.406, 13.199, 44.072], [-9.017, 12.822, 43.666], [-9.069, 12.172, 42.283], [-10.803, 11.319, 42.192], [-10.666, 9.864, 42.308], [-11.652, 11.993, 41.217], [-11.295, 11.948, 43.915], [-10.924, 13.988, 43.526], [-10.360, 13.438, 45.134], [-8.493, 12.137, 44.332], [-8.304, 13.636, 43.535], [-8.299, 11.432, 42.062], [-9.225, 12.835, 41.431], [-10.985, 11.211, 44.656], [-12.379, 11.946, 44.029]],
  "homo_lumo_gap_ha": 0.133,
  "relative_energy_ev": 8.885,
  "multiplicity": 1,
  "energy_ev": -85632.7322,
  "fmax_ha_per_bohr": 0.1079
}

=====

4.
{
  "formula": "C39H27F5NO2PtS",
  "method": "ωB97M-V with the def2-TZVPD basis set",
  "symbols": ["Pt", "O", "C", "C", "C", "C", "C", "C", "C", "C", "C", "O", "C", "C", "C", "C", "C", "C", "C", "C", "C", "C", "C", "C", "N", "C", "C", "C", "C", "C", "C", "C", "C", "C", "C", "C", "C", "H", "H", "H", "H", "H", "H", "H", "H", "H", "H", "H", "H", "H", "H", "H", "H", "H", "H", "H", "H", "H", "H", "H", "H", "H", "H", "H", "F", "C", "C", "F", "C", "F", "C", "S", "C", "F", "C", "F"],
  "coordinates": [[-0.589, -0.563, -0.942], [-0.771, -0.618, 1.237], [0.185, -1.247, 2.041], [1.208, -2.139, 1.225], [2.144, -1.362, 0.345], [3.484, -1.204, 0.568], [4.280, -0.435, -0.299], [3.674, 0.213, -1.354], [2.315, 0.113, -1.446], [1.601, 0.814, -2.571], [0.559, 1.984, -2.075], [-0.147, 1.450, -0.919], [1.351, 3.206, -1.673], [1.777, 3.273, -0.319], [2.388, 4.438, 0.153], [2.485, 5.603, -0.604], [2.107, 5.528, -1.938], [1.498, 4.370, -2.441], [-0.471, 2.203, -3.246], [-0.185, 2.471, -4.539], [-1.172, 2.402, -5.520], [-2.496, 2.193, -5.205], [-2.845, 2.200, -3.834], [-1.841, 2.194, -2.888], [1.581, -0.717, -0.697], [0.987, -0.165, 2.801], [2.051, -0.432, 3.637], [2.807, 0.574, 4.248], [2.523, 1.891, 3.960], [1.452, 2.175, 3.135], [0.653, 1.151, 2.574], [-0.581, -2.198, 2.917], [-1.482, -3.049, 2.263], [-2.009, -4.192, 2.879], [-1.681, -4.470, 4.212], [-0.795, -3.651, 4.904], [-0.246, -2.521, 4.234], [0.560, -2.806, 0.682], [1.758, -2.723, 1.943], [3.996, -1.678, 1.474], [5.336, -0.342, -0.140], [4.189, 0.863, -2.077], [1.054, 0.080, -3.170], [2.262, 1.304, -3.242], [1.638, 2.462, 0.376], [2.811, 4.489, 1.131], [2.799, 6.531, -0.157], [2.277, 6.391, -2.618], [1.155, 4.464, -3.486], [0.808, 2.595, -4.825], [-0.892, 2.543, -6.539], [-3.280, 2.159, -6.001], [-3.906, 2.215, -3.561], [-2.058, 2.131, -1.844], [2.397, -1.413, 3.704], [3.624, 0.301, 4.877], [3.062, 2.708, 4.485], [1.116, 3.226, 2.897], [-0.172, 1.363, 1.870], [-1.813, -2.903, 1.224], [-2.705, -4.762, 2.318], [-2.096, -5.302, 4.766], [-0.601, -3.785, 5.933], [0.362, -1.906, 4.824], [-6.670, -3.830, 0.026], [-5.445, -3.544, -0.349], [-5.107, -2.321, -0.935], [-6.096, -1.446, -1.220], [-3.828, -2.165, -1.395], [-3.580, -1.016, -2.008], [-2.769, -3.006, -1.156], [-1.169, -2.731, -1.739], [-3.162, -4.242, -0.563], [-2.384, -5.328, -0.556], [-4.446, -4.460, -0.206], [-4.823, -5.600, 0.440]],
  "total_charge": -1,
  "homo_lumo_gap_ha": [0.251, 0.268],
  "multiplicity": 3,
  "energy_ev": -74134.7630,
  "fmax_ha_per_bohr": 0.0587,
  "s2": 2.01
}